Record 1
{
  "formula": "C2HBrCl2S",
  "method": "wB97M-V/def2-TZVPD",
  "homo_lumo_gap_ev": 7.29,
  "total_charge": 0,
  "fmax_ev_per_a": 5.588,
  "e_above_lowest_kj_mol": 220.4,
  "homo_energy_ha": -0.328,
  "species": ["C", "C", "S", "Cl", "Cl", "Br", "H"],
  "coordinates": [[1.03097, 0.18527, 0.72417], [0.16209, 0.39911, -0.29619], [-2.20290, -0.16970, 0.55831], [2.67761, 0.33782, 0.36669], [0.22596, 0.99920, -1.76828], [-2.78033, -1.30646, -1.11721], [0.88660, -0.44523, 1.53250]],
  "forces_ev_per_angstrom": [[-1.39, 0.24, -3.75], [-1.73, -1.49, 5.10], [3.08, 1.21, -0.25], [1.42, 0.48, -0.11], [-0.04, 0.68, -1.73], [-0.35, -0.57, -0.87], [-0.98, -0.55, 1.61]]
}


Record 2
{
  "formula": "C63H145N9O10",
  "method": "wB97M-V/def2-TZVPD",
  "homo_lumo_gap_ev": 8.72,
  "total_charge": 0,
  "fmax_ev_per_a": 3.939,
  "e_above_lowest_kj_mol": 0.0,
  "homo_energy_ha": -0.304,
  "smiles": "CC1(C)CCCC(C)(C)N1O.CC1(C)CCCC(C)(C)N1O.CC1(C)CCCC(C)(C)N1O.CC1(C)CCCC(C)(C)N1O.CC1(C)CCCC(C)(C)N1O.COC[C@H](C)N.COC[C@H](C)N.COC[C@H](C)N.COC[C@H](C)N.CCO",
  "species": ["C", "C", "C", "C", "C", "C", "C", "C", "C", "N", "O", "H", "H", "H", "H", "H", "H", "H", "H", "H", "H", "H", "H", "H", "H", "H", "H", "H", "H", "H", "C", "C", "C", "C", "C", "C", "C", "C", "C", "N", "O", "H", "H", "H", "H", "H", "H", "H", "H", "H", "H", "H", "H", "H", "H", "H", "H", "H", "H", "H", "C", "C", "C", "C", "C", "C", "C", "C", "C", "N", "O", "H", "H", "H", "H", "H", "H", "H", "H", "H", "H", "H", "H", "H", "H", "H", "H", "H", "H", "H", "C", "C", "C", "C", "C", "C", "C", "C", "C", "N", "O", "H", "H", "H", "H", "H", "H", "H", "H", "H", "H", "H", "H", "H", "H", "H", "H", "H", "H", "H", "C", "C", "C", "C", "C", "C", "C", "C", "C", "N", "O", "H", "H", "H", "H", "H", "H", "H", "H", "H", "H", "H", "H", "H", "H", "H", "H", "H", "H", "H", "C", "O", "C", "C", "C", "N", "H", "H", "H", "H", "H", "H", "H", "H", "H", "H", "H", "C", "O", "C", "C", "C", "N", "H", "H", "H", "H", "H", "H", "H", "H", "H", "H", "H", "C", "O", "C", "C", "C", "N", "H", "H", "H", "H", "H", "H", "H", "H", "H", "H", "H", "C", "O", "C", "C", "C", "N", "H", "H", "H", "H", "H", "H", "H", "H", "H", "H", "H", "C", "C", "O", "H", "H", "H", "H", "H", "H"],
  "coordinates": [[-1.04920, -0.02355, -4.26806], [-0.11787, 0.28708, -5.48772], [0.38783, -1.06147, -5.90025], [-0.88142, 0.95944, -6.61918], [-1.26293, 2.41700, -6.32779], [-0.03698, 3.22978, -5.99494], [0.72604, 2.63065, -4.77244], [2.03421, 3.43765, -4.62064], [-0.00253, 2.71664, -3.41085], [1.01261, 1.21806, -5.13407], [1.71124, 0.58138, -4.06072], [-1.53930, -1.02508, -4.33791], [-0.42840, 0.14477, -3.37396], [-1.84108, 0.70572, -4.23683], [0.97432, -1.38636, -5.01862], [-0.49292, -1.74003, -5.96057], [1.07347, -1.00316, -6.76430], [-0.23924, 1.12955, -7.48431], [-1.77411, 0.39953, -6.90298], [-1.69353, 2.78663, -7.33772], [-2.05552, 2.48925, -5.55521], [-0.10671, 4.38970, -5.76947], [0.63401, 3.13893, -6.82975], [1.67035, 4.42842, -4.50465], [2.70436, 3.31762, -5.45730], [2.65520, 3.13859, -3.72579], [0.22454, 3.69648, -2.95911], [0.22157, 1.99157, -2.61192], [-1.11887, 2.81668, -3.59168], [2.64993, 0.64539, -4.35481], [2.83109, -6.42651, -4.40204], [2.15699, -5.30530, -3.61244], [0.64196, -5.13615, -3.93904], [2.23344, -5.42796, -2.10945], [3.67954, -5.27966, -1.59101], [4.17615, -3.90845, -1.98025], [4.17200, -3.55652, -3.44721], [4.23739, -2.02336, -3.57905], [5.41109, -4.16513, -4.17078], [2.78053, -3.98555, -3.88756], [2.71550, -3.76729, -5.29080], [2.43192, -7.39047, -4.19881], [2.61450, -6.21630, -5.39720], [3.88598, -6.44052, -4.11938], [0.48306, -5.00200, -4.98366], [0.12155, -5.98167, -3.46753], [0.39408, -4.18351, -3.47582], [1.68831, -4.59545, -1.76188], [1.64576, -6.34692, -1.80090], [3.76670, -5.21784, -0.51237], [4.44359, -5.94090, -2.00627], [5.08554, -3.65767, -1.41697], [3.47353, -3.16215, -1.53485], [4.89154, -1.62986, -2.71223], [3.19460, -1.61252, -3.41977], [4.55267, -1.69484, -4.54511], [6.31434, -3.48180, -3.98595], [5.06750, -4.23222, -5.20255], [5.83897, -5.07827, -3.73663], [2.17107, -2.95794, -5.35747], [-2.83767, -2.79276, 3.73346], [-1.38423, -3.26141, 3.97534], [-1.25719, -4.80149, 4.21850], [-0.61623, -2.77719, 2.71888], [0.88099, -2.94828, 2.89626], [1.37070, -2.20154, 4.10903], [0.56774, -2.49954, 5.42777], [1.03166, -3.84144, 6.00552], [0.77274, -1.41160, 6.45340], [-0.91073, -2.49072, 5.12258], [-1.44354, -2.89504, 6.28765], [-3.47740, -2.91262, 4.59884], [-2.94060, -1.77666, 3.35696], [-3.31775, -3.47239, 2.98682], [-1.45870, -5.09181, 5.25798], [-1.87631, -5.32989, 3.49801], [-0.21478, -5.20055, 4.11394], [-0.90886, -3.43571, 1.87812], [-0.82225, -1.74075, 2.54662], [1.10397, -3.99491, 3.12230], [1.35110, -2.62425, 1.96191], [1.21732, -1.08323, 3.84124], [2.49067, -2.36851, 4.29692], [1.10893, -4.67325, 5.30977], [0.47115, -4.25285, 6.86370], [2.02921, -3.74115, 6.32773], [1.80378, -0.97270, 6.47286], [0.54965, -1.71558, 7.50700], [0.10611, -0.62549, 6.24808], [-2.09710, -2.24928, 6.61143], [-7.90211, -1.18267, 0.41517], [-6.39139, -1.24920, 0.22044], [-5.69583, -0.70700, 1.49688], [-6.00763, -2.63919, -0.10772], [-4.61768, -2.73949, -0.78010], [-4.60216, -1.86605, -2.03355], [-4.79065, -0.38079, -1.61755], [-3.63892, 0.14156, -0.72173], [-4.97125, 0.59874, -2.78762], [-6.17247, -0.43844, -0.95471], [-6.54100, 0.89787, -0.55307], [-8.47710, -1.50156, -0.39981], [-8.11641, -1.68311, 1.30725], [-8.07113, -0.16020, 0.66293], [-4.75300, -1.17487, 1.74293], [-5.57972, 0.34720, 1.26850], [-6.22513, -0.72638, 2.45847], [-6.10436, -3.17018, 0.83783], [-6.84568, -3.02920, -0.71047], [-3.71739, -2.61431, -0.16629], [-4.53232, -3.76868, -1.08189], [-5.45831, -2.14398, -2.66369], [-3.63143, -2.00029, -2.55414], [-2.71435, 0.22421, -1.33257], [-3.50711, -0.50633, 0.09562], [-3.78064, 1.22779, -0.40810], [-5.48481, 0.17062, -3.61093], [-3.98730, 0.93071, -3.14842], [-5.51350, 1.47111, -2.47583], [-7.42426, 0.98786, -0.88574], [2.87674, 3.48511, 3.60223], [2.28700, 5.00894, 3.80093], [1.90946, 5.06132, 5.26912], [3.30916, 6.11489, 3.52838], [3.56962, 6.43509, 2.05328], [2.19570, 6.84413, 1.49522], [1.16880, 5.70026, 1.57031], [-0.21927, 6.26373, 1.13694], [1.52985, 4.43150, 0.75115], [0.99500, 5.32695, 3.05758], [0.06384, 4.34489, 3.39344], [3.69893, 3.35780, 4.38959], [2.04445, 2.75433, 3.72242], [3.37289, 3.32649, 2.64768], [1.53238, 6.05852, 5.51396], [1.08070, 4.37266, 5.43651], [2.73508, 4.78289, 5.94742], [2.89532, 6.89123, 4.17991], [4.31329, 5.87280, 4.03751], [4.23183, 7.32753, 1.91168], [4.01235, 5.66941, 1.43419], [2.16696, 7.09618, 0.50773], [1.69165, 7.65154, 2.13319], [-0.46412, 7.18416, 1.73428], [-1.09810, 5.63935, 1.19584], [-0.11838, 6.67317, 0.17917], [1.06654, 4.49654, -0.26841], [1.09170, 3.55580, 1.15683], [2.55271, 4.24633, 0.60053], [0.31944, 3.55021, 2.83420], [4.82453, -3.81359, 2.39631], [4.26970, -5.07301, 2.27416], [5.17492, -6.12642, 2.02438], [4.51762, -7.47497, 1.88913], [4.40417, -8.20381, 3.22894], [5.13438, -8.43272, 0.96623], [4.04493, -3.06057, 2.54538], [5.27031, -3.57545, 1.44919], [5.53388, -3.72782, 3.18132], [5.73499, -5.92966, 1.08034], [5.95915, -6.12416, 2.81119], [3.49265, -7.28204, 1.48566], [3.88116, -9.17134, 3.07820], [3.83256, -7.65079, 3.92667], [5.34275, -8.39048, 3.69966], [6.10447, -8.54710, 1.15439], [5.17740, -8.24463, 0.02054], [3.40181, -0.08408, 2.48958], [4.26555, 0.68800, 1.68372], [3.51930, 1.12513, 0.56788], [4.41707, 1.73699, -0.51669], [5.11708, 3.05914, -0.14701], [3.62896, 1.89647, -1.72942], [3.95334, -0.50276, 3.30376], [3.07418, -0.98316, 1.90429], [2.50885, 0.45548, 2.82097], [2.94819, 0.31254, 0.13758], [2.74874, 1.87226, 0.93143], [5.14007, 0.87981, -0.67790], [4.41331, 3.82510, 0.23636], [5.54411, 3.44637, -1.03846], [5.92468, 3.02368, 0.57762], [2.84276, 2.48563, -1.62376], [3.33802, 1.01668, -2.07080], [1.17913, -0.82645, -1.02211], [0.57895, -0.26020, 0.18521], [-0.12828, 0.92098, -0.16495], [-1.03482, 1.35218, 0.95045], [-1.67661, 2.67531, 0.56210], [-0.32031, 1.50882, 2.24945], [0.39550, -1.29795, -1.61814], [2.00079, -1.52006, -0.77918], [1.62398, -0.06356, -1.64661], [0.48714, 1.78140, -0.43388], [-0.80598, 0.80937, -0.98782], [-1.82688, 0.68307, 1.05553], [-1.02858, 3.57507, 0.51204], [-2.44591, 2.91017, 1.31231], [-2.04896, 2.55880, -0.43093], [-0.96358, 1.75295, 2.99868], [0.13804, 0.67808, 2.60931], [-6.66964, 4.25059, -3.61653], [-6.21872, 5.27411, -2.89504], [-5.99800, 4.87256, -1.59287], [-5.56050, 6.15590, -0.82540], [-4.22757, 6.70332, -1.31720], [-5.43772, 5.89673, 0.63821], [-6.71152, 4.47055, -4.69617], [-7.67181, 3.86186, -3.27509], [-6.08488, 3.36176, -3.52553], [-6.95908, 4.45977, -1.11299], [-5.17853, 4.11435, -1.55959], [-6.42916, 6.72508, -1.09285], [-3.46109, 5.96317, -0.99689], [-4.04365, 7.70931, -0.93854], [-4.19951, 6.76379, -2.38824], [-6.31481, 5.54436, 0.97912], [-4.80431, 5.06921, 0.70457], [-4.11544, 1.70467, 3.61671], [-3.44664, 3.00693, 3.95575], [-2.20421, 2.60035, 4.52935], [-4.98673, 1.71894, 3.04493], [-4.49490, 1.17775, 4.55854], [-3.50835, 0.97676, 3.11083], [-3.98356, 3.67518, 4.64561], [-3.24182, 3.55483, 3.00213], [-1.64580, 3.41639, 4.43988]],
  "forces_ev_per_angstrom": [[0.25, 0.44, -0.18], [-0.87, 0.80, 0.60], [0.92, -0.48, 0.54], [0.18, 1.15, 0.08], [-1.73, 0.71, -1.24], [0.44, 1.45, 1.86], [0.37, -0.84, 0.39], [0.42, -1.82, 1.00], [-1.78, 1.71, -0.12], [0.01, -0.83, -0.66], [1.24, 0.44, -0.20], [0.67, 0.72, 0.26], [-0.53, -0.74, -0.13], [-0.43, 0.30, 0.17], [-0.13, -0.27, -0.44], [0.90, 0.33, -0.63], [-0.58, -0.32, 0.10], [0.23, -0.93, -0.22], [0.16, -0.15, 0.00], [0.34, -0.27, 1.75], [0.34, 0.10, -0.43], [-0.57, -2.31, -0.60], [0.53, 0.09, -0.44], [0.29, 1.16, 0.07], [-0.01, 0.19, -0.60], [-0.90, 0.33, -0.74], [0.10, -0.16, -0.10], [0.03, 0.01, -0.91], [1.09, -0.61, 0.44], [-0.93, -0.15, 0.34], [0.20, 0.68, 1.91], [-0.02, 0.44, -0.04], [1.45, -0.01, 0.97], [0.70, -2.10, 0.24], [0.07, 0.59, -0.36], [-0.96, 1.90, 1.33], [0.06, -0.90, 0.54], [-0.95, 0.32, 2.07], [0.47, 1.08, 0.75], [0.80, 0.63, -0.48], [-0.44, 0.77, -0.41], [-0.54, -0.86, 0.46], [0.36, 0.26, -2.00], [0.00, -0.06, -0.59], [-0.31, -0.41, -0.85], [-0.21, 0.35, -0.48], [-0.48, -0.06, 0.24], [-0.71, 1.04, 0.85], [1.03, 0.78, -0.11], [-0.30, -0.83, 0.35], [-0.48, -0.76, 0.20], [0.36, -0.22, -0.71], [0.09, -0.44, -0.05], [-0.75, -0.39, -1.63], [1.00, -0.38, -0.01], [0.55, 0.24, -0.56], [-1.44, -0.42, -0.81], [0.90, -0.25, -0.23], [-0.87, -0.32, -0.34], [0.34, -0.57, -0.14], [-0.69, -1.69, -0.55], [-0.36, 0.11, -0.12], [0.89, 0.00, -0.17], [0.59, -1.85, 0.75], [-0.04, -0.67, 0.35], [0.48, 2.32, 0.36], [-0.09, -0.75, -1.29], [-0.44, -0.99, 0.09], [1.47, -0.02, 1.55], [2.56, 1.77, -1.67], [-2.38, -1.12, 2.60], [0.02, 0.09, 0.46], [0.39, 0.10, 0.14], [0.41, 0.48, 0.24], [-0.64, 0.29, -0.36], [-0.20, -0.20, 0.16], [-0.94, 0.63, -0.47], [-0.23, 0.64, 0.19], [-0.40, 0.61, -0.35], [0.07, -0.14, -0.73], [0.36, -0.16, 0.28], [0.40, -1.44, 0.80], [-1.55, 0.27, -0.18], [-0.19, 0.22, -0.35], [-0.04, 0.66, -0.38], [1.40, 0.43, 0.66], [-0.68, -0.58, -0.22], [0.20, -0.11, -0.91], [-0.84, 1.24, -0.43], [0.44, -0.09, -0.55], [1.56, 0.99, 1.09], [-0.60, 0.20, 0.83], [-0.15, 0.60, -0.06], [0.35, -0.66, 0.28], [-0.85, -0.85, -0.33], [0.71, 0.73, 0.42], [-1.17, 0.31, 0.36], [-0.37, 1.85, -1.53], [1.27, -0.26, 0.33], [1.06, 1.35, -0.79], [0.98, 0.18, -0.17], [-0.70, -0.53, -1.24], [-0.71, -1.25, 1.25], [-0.75, 0.78, 0.03], [0.45, -0.10, -0.37], [0.51, 0.16, 0.40], [-0.58, -0.35, -0.49], [0.42, -0.42, 0.05], [0.80, -0.21, -0.42], [-0.51, 0.47, 0.32], [0.14, -0.62, -0.37], [0.41, 0.06, -0.09], [-0.60, 0.14, -0.01], [-0.47, -0.56, 0.24], [0.47, -0.46, 1.13], [-0.34, -1.52, -0.08], [-0.60, -0.60, -0.78], [-0.16, -0.11, 0.03], [-0.13, 0.34, 0.28], [-0.63, 0.15, -0.42], [0.07, 1.52, 0.72], [0.06, -1.97, -0.41], [-0.28, -0.04, 0.55], [1.93, -1.13, 0.94], [-1.12, 2.36, 0.13], [-1.35, -0.99, 3.30], [-1.67, -1.60, 1.59], [0.61, 1.18, 1.82], [-1.61, 1.55, -1.41], [2.45, 1.44, 0.29], [0.04, -1.22, -2.06], [-1.37, -0.03, -0.93], [0.78, 0.37, 0.09], [-0.12, 0.03, -0.21], [0.13, -0.03, 0.10], [0.16, -0.04, 0.16], [-0.23, 0.22, -0.39], [0.31, 0.86, -0.94], [-1.45, -0.05, -0.59], [-0.30, -0.71, 0.46], [0.09, -0.63, 0.27], [0.38, 1.16, -2.78], [1.10, -0.74, -0.92], [0.31, -0.95, -0.06], [0.12, -0.57, 0.04], [0.05, 0.23, -1.89], [0.40, 0.12, 0.58], [-0.37, -0.92, 0.63], [1.35, -0.01, 0.08], [-0.68, 0.46, 0.86], [-0.59, 0.54, -0.90], [-1.32, -1.43, 0.40], [1.73, 1.04, -0.51], [-1.35, -0.73, -0.27], [-1.05, -0.81, -0.96], [0.23, -0.44, 1.88], [-0.15, -0.38, 0.15], [0.77, 0.48, -0.59], [0.86, -0.03, 0.87], [-0.30, 0.11, 0.22], [-0.27, -0.16, -0.10], [0.61, -0.12, 0.39], [0.41, 0.53, 0.07], [-0.69, 0.80, 0.73], [0.97, -0.18, 0.07], [0.91, -0.33, 0.87], [-0.83, 1.15, -2.39], [-0.10, -1.09, -0.99], [-0.36, -0.05, 0.00], [-0.26, 1.74, 0.57], [0.22, -1.16, 0.92], [-0.69, -0.16, 0.47], [1.69, 0.38, -0.24], [0.40, 0.17, 0.79], [-0.13, 0.63, 0.27], [0.18, 0.14, 0.02], [0.06, -0.36, -0.08], [0.55, -0.50, -0.42], [-0.23, 1.26, -0.21], [0.16, -0.55, -0.27], [0.38, 0.45, -0.92], [-0.06, -0.56, 0.24], [-0.95, 0.67, 0.32], [-0.46, -0.89, -0.40], [-0.36, 0.05, 0.78], [0.50, 0.05, -1.52], [-0.05, 0.05, 1.06], [1.74, 1.55, 1.34], [0.44, 0.79, 0.84], [0.17, 0.40, -0.09], [0.08, -0.29, 0.04], [-0.64, 0.04, 0.25], [-0.01, 0.46, -0.09], [0.79, -0.14, 0.09], [-0.20, -0.68, -0.93], [-1.30, -1.53, 0.11], [0.07, -0.86, 0.25], [-0.10, -0.05, -0.61], [-0.87, 0.07, -0.65], [-0.32, 0.11, -0.14], [0.00, -0.27, -0.62], [-2.30, -2.35, -2.17], [0.52, 1.70, 0.54], [0.62, 0.25, 1.78], [-0.02, -1.71, 0.25], [-0.26, -0.55, 0.33], [0.66, -0.64, -0.98], [-0.13, 0.26, 0.48], [0.32, 0.67, -0.31], [1.07, -0.73, 0.08], [1.22, 0.34, -0.60], [-0.55, 0.04, 0.07], [-0.16, 1.40, 0.54], [-0.13, 0.73, -0.09], [0.18, -0.25, 0.29], [-0.05, -0.07, -0.61], [-0.52, -0.03, 0.25], [-0.43, 0.90, 0.15], [-0.93, -1.25, 2.61], [0.52, -0.39, -1.08], [0.93, 1.88, -0.16], [-1.56, 0.82, -1.17], [0.81, 0.66, -0.91], [0.91, -0.02, -0.17], [-0.14, -0.36, -0.26], [-0.23, -0.05, 0.73], [-0.17, -1.08, 0.42]]
}